[1]
38
Properties=species:S:1:pos:R:3 method="wB97M-V/def2-TZVPD" lumo_ha=0.065 total_charge=-1 orbital_gap_ev=6.708 energy_ha=-16013.9615
Pd 0.2835 -0.6659 0.2434
Br -3.7159 -3.8274 0.8283
C -2.6167 -2.9925 2.1154
C -2.8796 -3.2019 3.4759
C -2.1092 -2.6150 4.4399
Br -2.5153 -2.9342 6.2673
C -1.0245 -1.7799 4.0850
C -0.1670 -1.1111 4.9896
C 0.8460 -0.3277 4.5182
C 1.0363 -0.1918 3.1309
N 0.2550 -0.8055 2.2781
C -0.7765 -1.5892 2.7134
C -1.5749 -2.1864 1.6776
O -1.2909 -1.9566 0.4364
H -3.7086 -3.8364 3.7563
H -0.3307 -1.2259 6.0525
H 1.5061 0.1983 5.1933
H 1.8213 0.4136 2.6859
C 1.2158 0.3932 -3.7642
C 1.1371 0.1750 -2.2932
N 0.2443 -0.5593 -1.7355
O -0.7081 -1.1676 -2.5178
C 2.0902 0.7559 -1.3569
C 3.2538 1.6076 -1.7224
N 1.8607 0.4855 -0.0928
O 2.6176 0.9264 0.8169
H 0.2985 0.0726 -4.2468
H 2.0589 -0.1673 -4.1753
H 1.3722 1.4528 -3.9631
H -1.3842 -1.4298 -1.8720
H 3.1798 2.5724 -1.2178
H 3.3050 1.7725 -2.7966
H 4.1834 1.1455 -1.3797
Se -1.5751 2.9037 -3.6180
Sb -1.9745 3.4981 -1.1738
Se -3.2371 5.4801 -0.8503
Se 0.2641 3.8534 -2.3744
Se -2.0390 1.6037 0.2720


[2]
36
Properties=species:S:1:pos:R:3 method="wB97M-V/def2-TZVPD" lumo_ha=0.090 total_charge=-1 orbital_gap_ev=8.789 energy_ha=-5197.7341
Sn 9.2637 13.4989 5.2702
C 12.8518 11.6873 5.6084
C 12.5876 13.1467 5.4401
C 13.7999 13.8984 5.1246
O 11.5698 13.1820 4.4281
C 11.9851 13.6838 6.7278
O 12.6617 13.8926 7.6881
O 10.7019 13.7870 6.6719
H 13.4120 11.2597 4.7791
H 11.9237 11.1543 5.7146
H 13.4589 11.4636 6.4673
H 14.3009 13.7756 4.1508
H 14.4423 13.7907 5.9273
H 13.5814 14.9333 5.0896
H 11.5453 14.1474 4.1336
Br 6.3796 5.8377 5.4619
C 6.3824 7.7505 5.5400
C 5.2772 8.4476 5.9386
C 5.4674 9.8624 6.2145
C 6.6682 10.4680 5.9938
C 7.7395 9.6694 5.5361
C 7.5668 8.3214 5.2333
C 9.1600 10.1707 5.1899
O 9.5654 11.3014 5.6823
O 9.8960 9.4086 4.5880
H 4.2661 8.1298 6.0135
H 4.6034 10.4451 6.5107
H 6.7860 11.5048 6.1823
H 8.3157 7.7703 4.7784
Cl 11.4216 18.1766 3.7073
C 10.7663 17.7740 5.3205
Cl 10.0688 19.1933 6.1125
Cl 12.1062 17.1944 6.2516
C 9.8283 16.5392 5.1816
O 10.3576 15.5558 4.5749
O 8.7717 16.6691 5.7425


[3]
36
Properties=species:S:1:pos:R:3 method="wB97M-V/def2-TZVPD" lumo_ha=-0.168 total_charge=+1 relative_energy_kj_mol=103.6 orbital_gap_ev=6.578 energy_ha=-6614.8482
Zr 0.3271 0.2492 0.0232
Br 1.6134 0.4010 -2.1446
C 1.3218 2.2133 1.0780
C 1.7697 3.5515 0.9858
C 0.9007 4.5396 0.5622
C -0.4161 4.2545 0.1146
C -0.8116 2.9635 0.2532
N 0.0243 2.0889 0.8402
C -1.9006 2.1904 -0.4687
O -3.0187 2.5622 -0.6561
O -1.3776 1.0096 -0.8545
H 2.8058 3.7954 1.1754
H 1.2694 5.5534 0.4660
H -1.0381 4.9933 -0.3693
Se -1.7081 -1.9153 -1.2762
N -1.0225 -1.4702 0.3430
C -2.0539 -1.0613 1.0941
C -1.9433 -0.5830 2.4328
C -3.0877 -0.2446 3.0762
C -4.3827 -0.3454 2.4571
C -4.5266 -0.7808 1.1876
C -3.3477 -1.1490 0.4579
N -3.3557 -1.5914 -0.7812
H -0.9771 -0.5223 2.9178
H -3.0319 0.1122 4.0966
H -5.2542 -0.0660 3.0332
H -5.4890 -0.8397 0.6996
Te 2.3004 -1.5754 1.2565
N 1.6828 -4.8643 0.8490
C 1.5264 -4.4205 -0.3794
N 1.1964 -5.2499 -1.3639
S 1.7396 -2.7439 -0.7990
H 1.6225 -5.8422 1.0836
H 1.9366 -4.2006 1.5719
H 1.1409 -6.2462 -1.2278
H 1.1535 -4.9059 -2.3088


[4]
31
Properties=species:S:1:pos:R:3 method="wB97M-V/def2-TZVPD" lumo_ha=0.007 smiles="CCSc1ncc(Cl)c(C(=O)Nc2ccccc2Cl)n1" orbital_gap_ev=8.984 energy_ha=-2060.1015
C -3.2945 -0.7570 -4.5548
C -3.3337 0.7239 -4.2362
S -1.7368 1.3265 -3.5732
C -1.8186 0.7640 -1.9397
N -2.9000 0.1003 -1.5389
C -2.9277 -0.3124 -0.2884
C -1.8730 -0.0694 0.5836
Cl -1.9007 -0.6160 2.2188
C -0.7839 0.6488 0.0723
C 0.3797 1.0361 0.9597
O 0.5319 2.1651 1.3553
N 1.1612 -0.0363 1.2492
C 2.2984 -0.0926 2.0530
C 2.8653 1.0290 2.6514
C 3.9947 0.9040 3.4396
C 4.5781 -0.3341 3.6457
C 4.0276 -1.4607 3.0579
C 2.8993 -1.3366 2.2704
Cl 2.2160 -2.7607 1.5390
N -0.7637 1.0516 -1.1805
H -4.2409 -1.0613 -4.9963
H -2.4943 -0.9768 -5.2572
H -3.1354 -1.3311 -3.6457
H -4.0912 0.9513 -3.4894
H -3.5004 1.3195 -5.1324
H -3.8125 -0.8522 0.0214
H 0.8967 -0.9357 0.8608
H 2.4092 1.9913 2.4900
H 4.4206 1.7845 3.8951
H 5.4589 -0.4299 4.2609
H 4.4698 -2.4332 3.2088


[5]
35
Properties=species:S:1:pos:R:3 method="wB97M-V/def2-TZVPD" lumo_ha="0.172 / 0.172" total_charge=-2 relative_energy_kj_mol=0.0 orbital_gap_ev="5.991 / 6.022" energy_ha=-3955.1127
Fe 0.1250 0.6107 0.0185
Cl 0.2680 0.8996 2.4991
C 1.8640 0.2683 2.8133
C 2.1025 -0.2457 4.0701
C 3.3737 -0.6885 4.4060
C 4.3807 -0.5882 3.4628
C 4.1064 -0.0727 2.2093
Cl 5.4486 0.0300 1.0917
C 2.8329 0.3614 1.7975
S 2.4903 1.0035 0.2359
H 1.2865 -0.3007 4.7787
H 3.5726 -1.1071 5.3842
H 5.3877 -0.9175 3.6850
C 2.0668 0.1077 -3.1200
C 0.5869 0.0299 -3.0299
N -0.1166 0.2125 -1.9420
C -1.4319 0.0331 -2.2899
C -1.5357 -0.2483 -3.6229
N -0.2443 -0.2456 -4.0715
C -2.6933 -0.5309 -4.5401
O -3.8353 -0.5094 -3.9875
O -2.4129 -0.7350 -5.7302
C -2.4166 0.1132 -1.2072
O -3.6829 -0.0515 -1.5070
O -2.0186 0.3172 -0.0700
H 2.4927 -0.3668 -2.2340
H 2.4016 1.1478 -3.1216
H 2.4332 -0.3834 -4.0226
H -0.0106 -0.4482 -5.0288
H -3.7938 -0.2476 -2.5006
C -0.2002 2.5707 -0.3380
H 0.5621 2.9686 -1.0262
H -0.1512 3.1975 0.5649
H -1.1803 2.7545 -0.8061
Cl 0.3980 -1.8057 0.4483


[6]
28
Properties=species:S:1:pos:R:3 method="wB97M-V/def2-TZVPD" lumo_ha="-0.310 / -0.361" total_charge=+2 spin_multiplicity=2 orbital_gap_ev="7.467 / 6.816" energy_ha=-2746.3832
Mn 1.0119 0.2994 -1.0220
S 0.4855 0.3718 1.2329
C 1.7817 -0.5733 1.9710
C 1.8487 -0.6660 3.3414
C 2.8808 -1.4167 3.9247
C 3.8206 -2.0688 3.1358
C 3.7579 -1.9723 1.7571
C 2.7399 -1.2097 1.1499
S 2.6974 -1.0637 -0.5406
H 1.1151 -0.1726 3.9663
H 2.9341 -1.4879 5.0029
H 4.6064 -2.6487 3.5998
H 4.4907 -2.4678 1.1331
I -0.9906 -1.3850 0.4663
C 2.0751 2.2891 -0.7918
C 1.3256 2.0683 -1.9532
C 1.9105 1.0714 -2.8205
C 1.1365 0.0006 -3.2465
C -0.1972 -0.0807 -2.8077
C -0.8500 1.0257 -2.2043
C -0.1079 2.1027 -1.7712
H 1.6739 2.8727 0.0266
H 3.1489 2.1512 -0.8054
H 2.9790 1.0881 -2.9947
H 1.5814 -0.8262 -3.7843
H -0.7647 -0.9787 -3.0099
H -1.9029 0.9551 -1.9663
H -0.5502 2.8864 -1.1701


[7]
31
Properties=species:S:1:pos:R:3 method="wB97M-V/def2-TZVPD" lumo_ha="-0.339 / -0.351" total_charge=+2 relative_energy_kj_mol=6.8 spin_multiplicity=3 orbital_gap_ev="6.403 / 6.259" energy_ha=-2727.0987
O 3.1061 -0.2668 -2.7465
C 2.1035 -0.0081 -2.2453
Ni 0.6928 1.2587 -1.5538
O 1.6237 3.6645 -2.9704
C 1.2338 2.7733 -2.3267
C -0.3534 2.5709 -0.8027
O -1.0175 3.4702 -0.5167
C 2.0036 1.4769 -0.0986
O 2.3775 1.8017 0.9416
C 0.0962 1.2040 -3.3202
O -0.5177 1.2617 -4.2918
C -0.3304 -1.9108 -1.3492
P -0.5672 -0.2746 -0.6471
C -2.3382 -0.0298 -0.7958
C -0.2230 -0.6111 1.1384
C -1.2182 -0.3875 2.1006
C -0.9560 -0.6758 3.4470
C 0.2910 -1.1907 3.8244
C 1.2792 -1.3947 2.8581
C 1.0315 -1.1014 1.5188
H -0.5963 -1.8595 -2.4073
H -0.9956 -2.5977 -0.8214
H 0.7023 -2.2372 -1.2270
H -2.8243 -0.8201 -0.2185
H -2.6032 0.9628 -0.4272
H -2.6153 -0.1068 -1.8560
H -2.1983 0.0073 1.8130
H -1.7281 -0.4978 4.1971
H 0.4889 -1.4266 4.8683
H 2.2505 -1.7779 3.1461
H 1.8020 -1.2772 0.7687


[8]
34
Properties=species:S:1:pos:R:3 method="wB97M-V/def2-TZVPD" lumo_ha=0.085 total_charge=-1 relative_energy_kj_mol=8.4 orbital_gap_ev=6.778 energy_ha=-1815.5708
Ag -1.3014 -2.7039 -1.4475
S 1.0939 -2.7636 -0.6815
C 0.4211 -2.5429 0.8904
C 1.2284 -2.3718 2.0344
C 0.6385 -2.1793 3.2628
C -0.7533 -2.1652 3.3602
C -1.4770 -2.3541 2.1975
N -0.9239 -2.5371 1.0012
H 2.3031 -2.3950 1.9168
H 1.2519 -2.0440 4.1464
H -1.2542 -2.0098 4.3059
H -2.5629 -2.3638 2.2164
S -5.7691 -2.0485 -1.2714
C -4.3188 -2.5960 -1.7161
N -3.2703 -2.9969 -2.0574
O 4.4071 1.6948 0.3698
C 3.6391 2.6096 -0.3753
N 2.3565 1.9853 -0.5591
C 1.3327 2.6770 -1.1108
O 1.4659 3.8449 -1.4515
C 0.0470 1.9387 -1.2612
C -1.1365 2.6675 -1.3391
C -2.3358 1.9888 -1.4468
C -2.3142 0.5998 -1.4802
N -1.1830 -0.0984 -1.4431
C -0.0338 0.5525 -1.3407
H 5.3205 1.9850 0.3764
H 4.0946 2.8245 -1.3496
H 3.5080 3.5598 0.1539
H 2.2647 1.0349 -0.2344
H -1.0865 3.7482 -1.3080
H -3.2760 2.5209 -1.5004
H -3.2280 0.0157 -1.5377
H 0.8518 -0.0775 -1.3206